(1)
An isolated molecule of C3H8S2 at a distorted geometry, computed with ωB97M-V/def2-TZVPD.

## Properties
* SMILES: C[C@H](S)CS
* HOMO energy: -9.1 eV
* energy relative to the best compared isomer or geometry (same formula, charge and spin): 1.130 eV
* LUMO energy: 0.7 eV
* net charge: 0

Last column: Mulliken charge in e.
CARTESIAN COORDINATES (ANGSTROEM)
C: 0.9548 -1.2648 -0.1116  -1.483
C: 0.1756 -0.0885 -0.4447  0.335
C: -0.4723 0.7551 0.7363  -0.647
H: 1.3658 -1.9179 -0.9158  0.370
H: 0.2363 -1.8427 0.4635  0.374
H: 1.8753 -0.9950 0.5314  0.309
H: -0.8087 -0.4135 -0.9719  0.276
H: 0.5452 1.6252 -2.1357  0.119
H: 0.2337 1.4039 1.2892  0.376
H: -0.6370 -0.0302 1.4938  0.265
H: -2.7349 0.5635 1.2242  0.142
S: 1.3523 0.7859 -1.5434  -0.231
S: -2.0862 1.4192 0.3847  -0.204


(2)
A cluster of 5 separate species, C38H32N4O11 in total at a distorted geometry, computed with ωB97M-V/def2-TZVPD.

## Properties
* SMILES: CCC1=CC(=O)c2cc(CC=O)ccc2C1=O.O=[N+]([O-])c1ccccc1.O=[N+]([O-])c1ccccc1.O=[N+]([O-])c1ccccc1.O=[N+]([O-])c1ccccc1
* HOMO energy: -8.7 eV
* LUMO energy: -1.3 eV
* net charge: 0

Last column: Mulliken charge in e.
CARTESIAN COORDINATES (ANGSTROEM)
C: -1.7283 0.5304 1.8086  -0.813
C: -0.8929 1.9359 1.5299  -0.153
C: -1.9659 2.9207 0.7103  0.173
C: -2.2279 2.7014 -0.7680  -0.269
C: -3.3508 3.7087 -1.4899  0.088
O: -3.1853 4.1693 -2.7353  -0.528
C: -4.6411 4.1099 -0.5059  0.303
C: -6.1910 4.2804 -1.0514  -0.535
C: -7.3923 4.6915 0.0346  0.476
C: -8.9309 4.8193 -0.5179  -0.645
C: -9.8014 3.4304 -0.4806  0.144
O: -9.8631 2.7055 -1.6271  -0.483
C: -7.0376 4.9679 1.6453  -0.441
C: -5.4893 4.7925 2.2075  -0.441
C: -4.3425 4.3515 1.1217  0.212
C: -2.7547 4.1075 1.5859  0.206
O: -2.1683 4.7896 2.5911  -0.548
H: -1.4747 0.0370 2.8533  0.341
H: -1.5909 -0.2415 0.9139  0.230
H: -2.8944 0.7801 1.8609  0.328
H: 0.0816 1.7881 0.8929  0.063
H: -0.6710 2.5220 2.5457  0.314
H: -1.6990 1.8398 -1.3915  0.301
H: -6.4701 4.1104 -2.1895  0.274
H: -9.5162 5.6253 0.1053  0.344
H: -8.8659 5.1521 -1.6593  0.280
H: -10.3763 2.9986 0.4539  0.296
H: -7.8805 5.2945 2.4245  0.234
H: -5.2053 4.9802 3.3364  0.329
C: 5.2719 1.7224 -2.3174  -0.446
C: 5.0500 1.9883 -0.9653  -0.524
C: 3.9881 1.3762 -0.2967  -0.344
C: 3.1535 0.4918 -0.9940  -0.021
C: 3.3694 0.2290 -2.3534  -0.512
C: 4.4329 0.8494 -3.0119  -0.120
N: 2.0510 -0.1745 -0.2906  1.050
O: 1.8811 0.0988 0.9070  -0.582
O: 1.3560 -0.9748 -0.9329  -0.600
H: 6.1046 2.1978 -2.8329  0.388
H: 5.7074 2.6711 -0.4311  0.374
H: 3.8285 1.5938 0.7571  0.446
H: 2.7264 -0.4513 -2.9080  0.455
H: 4.6106 0.6496 -4.0663  0.448
C: 8.9140 0.3745 -7.6688  -0.380
C: 8.3704 1.5541 -8.1799  -0.431
C: 7.0584 1.9138 -7.8655  -0.364
C: 6.2979 1.0833 -7.0308  0.027
C: 6.8386 -0.1054 -6.5226  -0.127
C: 8.1509 -0.4560 -6.8463  -0.505
N: 4.9268 1.4686 -6.6759  1.034
O: 4.4780 2.5180 -7.1609  -0.576
O: 4.2982 0.7253 -5.9089  -0.653
H: 9.9393 0.1011 -7.9122  0.365
H: 8.9709 2.1954 -8.8215  0.365
H: 6.6494 2.8363 -8.2717  0.429
H: 6.2580 -0.7617 -5.8777  0.442
H: 8.5807 -1.3751 -6.4543  0.366
C: -3.4554 -6.1261 1.6884  -0.439
C: -4.2534 -5.7250 2.7610  -0.423
C: -3.9776 -4.5312 3.4305  -0.426
C: -2.8979 -3.7410 3.0126  -0.003
C: -2.0904 -4.1451 1.9411  -0.282
C: -2.3744 -5.3424 1.2811  -0.459
N: -2.6182 -2.4724 3.6960  1.099
O: -3.3438 -2.1590 4.6516  -0.611
O: -1.6758 -1.7858 3.2761  -0.701
H: -3.6778 -7.0549 1.1659  0.375
H: -5.0932 -6.3420 3.0734  0.380
H: -4.6090 -4.2325 4.2644  0.435
H: -1.2464 -3.5439 1.6095  0.579
H: -1.7553 -5.6632 0.4462  0.388
C: 3.0489 -3.0759 6.1392  -0.380
C: 3.4948 -3.3796 4.8519  -0.490
C: 2.7514 -4.2363 4.0377  -0.309
C: 1.5552 -4.7821 4.5233  0.060
C: 1.1091 -4.4850 5.8180  -0.232
C: 1.8626 -3.6292 6.6240  -0.512
N: 0.7562 -5.6631 3.6631  1.042
O: 1.1941 -5.9170 2.5311  -0.598
O: -0.3118 -6.0991 4.1162  -0.575
H: 3.6290 -2.4029 6.7683  0.374
H: 4.4211 -2.9456 4.4816  0.372
H: 3.1124 -4.4630 3.0369  0.435
H: 0.1852 -4.9056 6.2094  0.442
H: 1.5232 -3.3901 7.6295  0.374


(3)
An isolated molecule of CH3Br at a distorted geometry, computed with ωB97M-V/def2-TZVPD.

## Properties
* SMILES: CBr
* HOMO energy: -10.0 eV
* energy relative to the best compared isomer or geometry (same formula, charge and spin): 0.417 eV
* LUMO energy: 0.9 eV
* net charge: 0

Last column: Mulliken charge in e.
CARTESIAN COORDINATES (ANGSTROEM)
C: -0.2215 -0.0830 0.0185  -0.597
Br: 1.7311 -0.0179 -0.0110  -0.120
H: -0.4113 1.1888 0.2235  0.218
H: -0.5524 -0.2956 -0.9901  0.244
H: -0.5459 -0.7924 0.7591  0.255


(4)
A structure of composition C14H24I2LuO4S2Sc at a distorted geometry, computed with ωB97M-V/def2-TZVPD.

## Properties
* HOMO energy (alpha / beta): -22.3 / -22.2 eV
* energy relative to the best compared isomer or geometry (same formula, charge and spin): 5.871 eV
* LUMO energy (alpha / beta): -17.0 / -16.1 eV
* net charge: +4

Last column: Mulliken charge in e.
CARTESIAN COORDINATES (ANGSTROEM)
I: 0.6204 2.6537 -1.4052  0.418
I: -2.7067 -3.7686 -0.8580  0.402
Lu: -1.0076 -1.9941 0.2512  0.695
Sc: 0.4040 0.3670 0.0602  0.525
S: -2.0809 0.1025 -0.3451  -0.090
S: 0.1067 -1.2158 -1.7569  -0.305
C: 0.1862 1.2012 1.8773  0.748
C: -3.3582 0.8086 0.7322  1.720
C: 1.5833 -2.0229 -2.4282  1.680
C: -4.5558 -0.1228 0.5843  -1.561
C: -2.9432 0.9633 2.1964  -1.399
C: -3.6020 2.1531 0.0916  -1.737
C: 0.9966 -3.0572 -3.3715  -1.635
C: 2.4835 -2.6874 -1.3867  -1.421
C: 2.3083 -0.9194 -3.1776  -1.566
C: -1.7981 -2.1365 2.1306  0.347
C: 0.3334 -3.3918 0.9242  0.379
O: 0.2503 1.9489 2.8801  -0.219
O: -2.3246 -2.2615 3.1645  -0.046
O: 1.0007 -4.2964 1.2192  -0.022
H: -4.3567 -1.1372 0.9642  0.328
H: -4.8533 -0.2159 -0.4719  0.424
H: -5.3996 0.2968 1.1482  0.513
H: -2.1411 0.2922 2.5063  0.106
H: -3.8135 0.7512 2.8350  0.438
H: -2.6278 2.0057 2.3975  0.358
H: -2.6849 2.7673 0.0707  0.359
H: -4.3652 2.6944 0.6630  0.497
H: -3.9565 2.0438 -0.9445  0.462
H: 1.8092 -3.6146 -3.8463  0.490
H: 0.3929 -2.5789 -4.1566  0.457
H: 0.3486 -3.7733 -2.8361  0.359
H: 3.5333 -2.5482 -1.6857  0.422
H: 2.2928 -3.7762 -1.3438  0.373
H: 2.3707 -2.2778 -0.3755  0.164
H: 3.1832 -1.3462 -3.6856  0.520
H: 2.6577 -0.1113 -2.5111  0.294
H: 1.6560 -0.4586 -3.9363  0.432
C: 2.2060 3.8633 1.5639  -1.061
C: 2.6200 2.5460 1.2368  0.966
C: 3.9698 2.0414 1.2786  -1.361
O: 1.8481 1.6624 0.8339  -0.707
H: 3.0896 4.4663 1.8787  0.408
H: 1.4959 3.9261 2.4125  0.341
H: 1.7537 4.4264 0.7181  0.349
H: 4.0811 1.1851 1.9792  0.358
H: 4.3392 1.7136 0.2900  0.331
H: 4.6542 2.8321 1.6339  0.463


> The highest net charge belongs to which entry?

C14H24I2LuO4S2Sc


> Among the records above, which one has the highest net charge?

C14H24I2LuO4S2Sc